Entry 1:
Computed, not measured: an isolated molecule of C27H30N6O3 in a non-equilibrium geometry, with ωB97M-V/def2-TZVPD.

Last column: Mulliken charge in e.
Cartesian coordinates (Å):
O: -1.6631 -2.8751 2.5406  -0.4940
O: 0.4482 -2.1743 3.1352  -0.5264
O: 0.9910 2.1866 -2.2139  -0.7604
N: -0.3926 -0.3023 -0.6774  0.8505
N: -1.4938 0.0609 -2.4923  0.8603
N: 2.0794 -1.1070 -2.1923  0.4304
N: 0.4955 2.4938 -0.0440  0.1914
N: -1.5961 0.1783 -0.3967  -1.0255
N: -2.2587 0.4023 -1.4532  -0.6139
C: -2.7777 2.4955 -4.0434  -0.7201
C: 0.4211 -2.4501 1.7917  0.9097
C: -1.1384 -3.2760 0.1503  -1.2281
C: 0.5587 2.1788 1.2859  0.0765
C: 0.8389 -0.7976 -2.8430  -1.5924
C: 0.7347 1.4729 3.9847  0.4786
C: -0.3136 -0.3758 -1.9873  0.2022
C: 0.8286 1.1143 5.4405  -1.1111
C: 1.4350 -2.3611 0.8755  -0.6188
C: 1.8062 2.0439 6.1625  -1.2602
C: -0.2983 2.7624 2.2182  -1.0894
C: -0.1172 -3.1517 -0.7879  -0.3172
C: 2.8196 0.0319 -1.6785  -2.4074
C: 2.1655 -2.3984 -1.5306  -1.8776
C: -0.8829 -2.3233 3.5773  -0.2806
C: -3.4048 0.1729 -4.0305  -0.9153
C: -1.5000 1.7022 -4.2944  -0.6222
C: 1.5231 1.2479 1.7096  0.9887
C: -0.8554 -2.8814 1.4338  0.9368
C: -1.8751 0.2715 -3.8664  0.0615
C: -0.2081 2.4073 3.5448  -0.7177
C: 2.3296 0.6281 0.7114  -0.1464
C: 1.1386 -2.6656 -0.4544  0.6120
C: 1.1827 1.8599 -1.0469  0.2281
C: 1.5971 0.9144 3.0652  -0.4299
C: 2.1290 0.8400 -0.6073  1.0813
C: -3.8625 1.5444 -4.5396  -0.6847
H: 0.5313 -1.6761 -3.4263  0.5680
H: -1.2559 1.7091 -5.3572  0.3702
H: -4.8520 1.8059 -4.1702  0.3746
H: -0.1554 1.1967 5.9065  0.4728
H: -0.9083 -2.9912 4.4511  0.2668
H: 2.7981 1.9630 5.7238  0.3289
H: 1.1688 0.0819 5.5403  0.2909
H: -0.3221 -3.4317 -1.8116  0.3954
H: -3.8887 1.5531 -5.6307  0.3228
H: 1.4786 3.0777 6.0774  0.3360
H: 3.1715 -2.4819 -1.1155  0.4510
H: 3.0940 -0.0621 1.0369  0.5349
H: -3.6800 -0.6289 -4.7142  0.3533
H: -2.1155 -3.6407 -0.1198  0.4385
H: 1.8702 1.7855 7.2170  0.3910
H: -2.7833 3.4535 -4.5596  0.4608
H: -2.9010 2.6685 -2.9736  0.2774
H: -0.1986 3.1698 -0.3422  0.2327
H: 2.3247 0.1825 3.3835  0.3887
H: 2.4245 -2.0648 1.1740  0.4802
H: 3.7767 -0.3383 -1.3053  0.5031
H: -1.3455 -0.4796 -4.4594  0.4447
H: -3.8509 -0.0327 -3.0581  0.3254
H: 2.0597 -3.1550 -2.3199  0.4116
H: -1.0406 3.4746 1.8887  0.4041
H: 3.0050 0.6917 -2.5354  0.3830
H: -0.8852 2.8501 4.2611  0.4318
H: -1.2873 -1.3346 3.8586  0.2480
H: 1.0311 0.0268 -3.5415  0.4604
H: -0.6426 2.0784 -3.7365  0.1839

Forces on atoms 1 to 2 (eV/Å):
-0.063 -0.266 -0.441
0.419 -0.137 -0.318

Calculated values
Lowest unoccupied orbital energy (eV): 0.46
Energy above the lowest of the compared OMol25 structures with the same formula, charge and spin (kJ/mol): 188.4
Frontier orbital gap (eV): 8.2

***

Entry 2:
Computed, not measured: a structure of composition C27H30O25Pd3 in a non-equilibrium geometry, with ωB97M-V/def2-TZVPD.

Last column: Mulliken charge in e.
Cartesian coordinates (Å):
Pd: 8.9729 17.8303 14.4838  1.2806
Pd: 7.3252 22.1201 15.2790  1.2367
Pd: 1.5739 18.0994 10.6746  0.7096
O: 6.8431 21.5482 19.2257  -0.2931
O: 4.6939 21.6839 18.9986  -0.2342
O: 8.2858 16.1146 13.2404  -0.5520
O: -1.5148 21.8785 18.1552  -0.5538
O: 2.7683 23.1992 9.0017  -0.3169
O: 5.6175 23.7400 14.9405  -0.4794
O: 1.8489 19.5959 12.5307  -0.6769
O: 3.8873 24.3647 16.3613  -0.2942
O: 8.5413 17.3076 18.6368  -0.2587
O: 7.1584 16.1377 11.3095  -0.2831
O: 2.9069 16.9140 12.3594  -0.7394
O: 4.0130 14.1704 15.1193  -0.3182
O: 0.7895 22.4218 9.8852  -0.5720
O: 2.9292 14.0319 17.0970  -0.3641
O: 3.4923 24.5368 14.1750  -0.1171
O: 2.3433 23.2599 11.1703  -0.1926
O: 4.2860 12.2369 16.4605  -0.4259
O: 6.1906 21.8749 17.2397  -0.2803
O: 8.4983 15.2580 17.6121  -0.1955
O: 6.6991 14.4136 12.6346  -0.1957
O: 6.9692 18.4290 14.0348  -0.5534
O: 5.7799 21.0576 14.4622  -0.2866
O: -0.4456 20.0505 17.5678  -0.3068
O: 0.3210 21.8976 16.6349  -0.2963
O: 7.9543 17.0520 16.3562  -0.4308
C: 3.8381 13.3171 16.2132  0.5128
C: -0.5991 21.3756 17.4175  0.5764
C: 5.9927 14.2384 11.5378  -0.2339
C: 5.0788 20.1377 13.9331  0.3593
C: 4.3888 24.1395 15.0988  0.5410
C: 7.4505 15.5995 12.4723  0.6163
C: 3.7246 20.2935 13.4780  -0.4188
C: 0.6764 19.6255 16.8928  -0.2806
C: 2.2513 24.7948 14.7132  -0.2900
C: 3.2097 15.3462 15.2337  0.5838
C: 5.8685 21.7433 18.4022  0.4455
C: 2.5050 15.2331 16.5892  -0.2196
C: 8.3383 16.5740 17.4460  0.5944
C: 3.5379 23.9618 10.9324  -0.0387
C: 2.9601 19.2516 13.0469  0.7948
C: 1.9018 22.8928 10.0434  0.5761
C: 5.7951 18.7405 13.7038  0.0190
C: 8.6109 14.9748 18.9636  -0.2832
C: 4.8859 17.6630 13.1513  -0.6346
C: 4.0216 23.5788 9.5721  -0.3061
C: 6.4108 15.2507 10.5548  -0.3142
C: 1.3091 20.8728 16.4773  0.5805
C: 4.9177 21.2778 20.3162  -0.2893
C: 6.3250 20.7036 20.2306  -0.2102
C: 3.5951 17.9216 12.8623  -0.0084
C: 9.0367 16.3420 19.5112  -0.4198
C: 2.5322 24.8289 16.2514  -0.3198
H: 2.1314 21.0993 17.1560  -0.0619
H: 6.4153 19.6534 19.9532  0.1452
H: 4.1334 20.5488 20.5200  0.3155
H: 3.4244 21.3290 13.4144  0.8214
H: 1.8774 24.1957 16.8500  0.2723
H: 8.4582 16.5943 20.3999  0.3465
H: 2.4045 15.3559 14.4990  0.1030
H: 1.7908 25.7100 14.3413  0.3664
H: 4.2463 23.5332 11.6413  0.0014
H: 4.9101 14.3118 11.6413  0.2243
H: 1.7044 20.8817 15.4615  -0.2132
H: 2.6823 25.8434 16.6207  0.3155
H: 4.7616 21.9729 21.1412  0.2989
H: 1.4557 24.1059 14.4296  0.2857
H: 1.2363 19.0025 17.5902  0.2503
H: 2.7444 16.0126 17.3123  0.2180
H: 1.4231 15.3612 16.5530  0.2807
H: 6.9583 20.8446 21.1066  0.3316
H: 0.4298 19.1410 15.9480  0.2857
H: 3.4994 25.0304 11.1441  0.3307
H: 5.2328 16.6660 12.9232  1.0031
H: 4.3919 24.4112 8.9737  0.3438
H: 5.6068 15.7831 10.0466  0.2638
H: 9.5102 14.4108 19.2113  0.3196
H: 6.9080 14.7501 9.7239  0.3226
H: 3.7591 16.2258 14.8982  -0.3321
H: 4.7174 22.7538 9.7254  0.1875
H: 10.1185 16.2665 19.4012  0.3323
H: 7.7099 14.5443 19.4006  0.3253
H: 6.1382 13.2625 11.0745  0.3731

Forces on atoms 1 to 2 (eV/Å):
-1.756 -1.992 0.154
-2.342 1.200 1.331

Calculated values
Expectation value of S²: 12.11
Charge: +4
Multiplicity: 7
Lowest unoccupied orbital energy (alpha / beta) (eV): -13.11 / -15.82
Frontier orbital gap (alpha / beta) (eV): 4.4 / 1.7